Entry 1:
Below is a structure of composition C34H39ClN4O2P2Ti, with properties calculated with ωB97M-V/def2-TZVPD.

Its molar mass is 680.98 g mol⁻¹. As for the HOMO energy (alpha / beta): -6.600 / -8.462 eV. As for the LUMO energy (alpha / beta): 0.048 / -0.244 eV. Its spin multiplicity is 3. For the total energy, the calculation gives -100160.04040 eV. The HOMO-LUMO gap (alpha / beta) comes out at 6.65 / 8.22 eV. The energy above the lowest of the compared OMol25 structures with the same formula, charge and spin is 0.0000 eV.

Geometry (Å):
Ti (-0.077, 0.284, 0.112)
C (-2.085, 1.858, -8.021)
C (-2.168, 0.604, -7.565)
C (-1.396, -0.580, -8.065)
C (0.031, -0.297, -8.593)
C (0.884, 0.565, -7.700)
C (0.954, 1.900, -7.738)
C (0.221, 2.798, -8.701)
C (-1.196, 2.346, -9.130)
C (1.721, 0.884, 1.045)
H (-2.743, 2.638, -7.612)
H (-2.921, 0.356, -6.810)
H (-1.956, -1.084, -8.869)
H (-1.329, -1.313, -7.247)
H (0.535, -1.272, -8.681)
H (-0.030, 0.110, -9.607)
H (1.519, -0.002, -7.005)
H (1.652, 2.432, -7.082)
H (0.814, 2.939, -9.620)
H (0.146, 3.794, -8.242)
H (-1.687, 3.229, -9.567)
H (-1.114, 1.610, -9.938)
H (1.359, 1.620, 1.794)
H (2.534, 1.354, 0.476)
H (2.118, 0.018, 1.606)
P (1.554, -0.505, -1.611)
P (-1.456, -0.881, -1.618)
N (2.571, 0.782, -2.257)
N (2.763, -1.754, -1.257)
N (-2.203, 0.410, -2.552)
N (-2.901, -1.818, -1.374)
C (0.842, -1.157, -3.160)
C (-0.547, -1.783, -2.919)
C (2.475, 2.112, -1.832)
C (3.416, 2.865, -2.510)
C (4.111, 1.983, -3.403)
C (3.573, 0.712, -3.227)
C (3.690, -1.653, -0.209)
C (4.430, -2.825, -0.146)
C (3.959, -3.687, -1.190)
C (2.943, -3.006, -1.852)
C (-2.317, 1.721, -2.079)
C (-2.684, 2.534, -3.135)
C (-2.827, 1.708, -4.293)
C (-2.553, 0.406, -3.898)
C (-3.982, -2.017, -2.243)
C (-4.877, -2.890, -1.638)
C (-4.311, -3.271, -0.371)
C (-3.104, -2.610, -0.237)
H (1.525, -1.876, -3.636)
H (0.765, -0.288, -3.836)
H (-1.124, -1.823, -3.854)
H (-0.449, -2.817, -2.545)
H (1.755, 2.398, -1.079)
H (3.584, 3.923, -2.375)
H (4.904, 2.264, -4.079)
H (3.818, -0.227, -3.703)
H (3.706, -0.778, 0.420)
H (5.199, -3.054, 0.578)
H (4.302, -4.688, -1.406)
H (2.310, -3.329, -2.663)
H (-2.163, 1.943, -1.028)
H (-2.841, 3.602, -3.089)
H (-3.091, 2.025, -5.293)
H (-2.615, -0.521, -4.455)
H (-4.024, -1.525, -3.199)
H (-5.818, -3.214, -2.047)
H (-4.751, -3.952, 0.339)
H (-2.354, -2.620, 0.540)
Cl (-2.613, 0.579, 7.954)
C (-2.377, 0.389, 6.270)
C (-1.743, -0.766, 5.782)
C (-1.470, -0.880, 4.419)
C (-1.818, 0.176, 3.576)
C (-2.509, 1.297, 4.037)
C (-2.795, 1.402, 5.395)
C (-1.291, 0.192, 2.226)
O (-0.604, -0.802, 1.740)
O (-1.366, 1.226, 1.451)
H (-1.458, -1.549, 6.478)
H (-0.962, -1.750, 4.007)
H (-2.788, 2.078, 3.334)
H (-3.320, 2.271, 5.778)

These are the Löwdin partial charges, in e, on atoms 1 to 4: number 1, Ti, carries 0.580; number 2, C, carries -0.109; number 3, C, carries -0.124; number 4, C, carries -0.185



Entry 2:
Below is a structure of composition C34H39F3N3ORuSSe, with properties calculated with ωB97M-V/def2-TZVPD.

Its molar mass is 774.80 g mol⁻¹. As for the HOMO energy (alpha / beta): -6.053 / -5.780 eV. As for the LUMO energy (alpha / beta): -0.241 / -0.292 eV. Its spin multiplicity is 2. For the total energy, the calculation gives -129328.18100 eV. The HOMO-LUMO gap (alpha / beta) comes out at 5.81 / 5.49 eV.

Geometry (Å):
Ru (-1.543, 0.900, -1.384)
F (-6.077, 2.467, 0.494)
C (-5.678, 3.700, 0.184)
F (-6.538, 4.185, -0.734)
F (-5.854, 4.458, 1.296)
C (-4.254, 3.791, -0.287)
C (-3.702, 5.059, -0.366)
C (-2.400, 5.229, -0.808)
C (-1.674, 4.093, -1.117)
N (-2.178, 2.871, -1.014)
C (-3.480, 2.685, -0.672)
S (-3.890, 1.015, -0.841)
H (-4.301, 5.917, -0.089)
H (-1.958, 6.208, -0.908)
H (-0.656, 4.165, -1.477)
C (-0.758, -5.340, -4.370)
C (-0.142, -5.097, -2.986)
C (-0.735, -6.091, -1.978)
C (1.366, -5.331, -3.074)
C (-0.475, -3.679, -2.539)
C (-1.804, -3.275, -2.406)
C (-2.106, -1.986, -2.025)
N (-1.165, -1.076, -1.758)
C (0.118, -1.441, -1.881)
C (0.491, -2.722, -2.265)
C (1.089, -0.356, -1.604)
C (2.453, -0.574, -1.458)
C (3.310, 0.478, -1.174)
C (2.724, 1.738, -1.054)
C (1.362, 1.884, -1.206)
N (0.543, 0.863, -1.470)
C (4.811, 0.302, -0.981)
C (5.248, -1.150, -1.165)
C (5.553, 1.173, -2.003)
C (5.180, 0.750, 0.441)
H (-0.522, -6.351, -4.709)
H (-0.365, -4.631, -5.101)
H (-1.843, -5.237, -4.352)
H (-0.509, -7.113, -2.287)
H (-1.819, -5.993, -1.908)
H (-0.316, -5.933, -0.982)
H (1.553, -6.356, -3.396)
H (1.854, -5.193, -2.107)
H (1.835, -4.664, -3.800)
H (-2.618, -3.956, -2.613)
H (-3.127, -1.641, -1.937)
H (1.540, -2.953, -2.370)
H (2.830, -1.580, -1.553)
H (3.318, 2.614, -0.835)
H (0.891, 2.850, -1.103)
H (5.024, -1.515, -2.170)
H (4.769, -1.812, -0.440)
H (6.326, -1.224, -1.019)
H (5.295, 0.882, -3.023)
H (6.631, 1.057, -1.876)
H (5.313, 2.230, -1.884)
H (4.651, 0.152, 1.186)
H (4.931, 1.798, 0.610)
H (6.253, 0.629, 0.603)
C (-0.095, 1.392, 7.200)
C (-0.515, 1.275, 5.761)
C (0.361, 0.785, 4.798)
C (-0.005, 0.669, 3.466)
C (1.007, 0.133, 2.487)
C (-1.302, 1.070, 3.087)
C (-1.732, 1.082, 1.687)
O (-1.077, 0.635, 0.755)
C (-2.209, 1.553, 4.049)
C (-3.621, 1.987, 3.728)
C (-1.793, 1.647, 5.370)
H (0.930, 1.056, 7.344)
H (-0.745, 0.795, 7.842)
H (-0.166, 2.427, 7.539)
H (1.359, 0.482, 5.094)
H (1.935, -0.103, 3.009)
H (1.221, 0.852, 1.695)
H (0.642, -0.766, 1.990)
H (-2.697, 1.547, 1.467)
H (-4.071, 1.463, 2.888)
H (-3.656, 3.058, 3.513)
H (-4.256, 1.809, 4.595)
H (-2.492, 2.012, 6.115)
Se (-1.791, 1.270, -3.739)

These are the Löwdin partial charges, in e, on atoms 1 to 4: number 1, Ru, carries 0.580; number 2, F, carries 0.115; number 3, C, carries -0.596; number 4, F, carries 0.141



Entry 3:
Below is a structure of composition C34H39N10O7PSTi, with properties calculated with ωB97M-V/def2-TZVPD.

Its molar mass is 810.66 g mol⁻¹. As for the HOMO energy (alpha / beta): -5.383 / -7.047 eV. As for the LUMO energy (alpha / beta): -0.421 / -0.670 eV. Its spin multiplicity is 3. For the total energy, the calculation gives -108365.63375 eV. The HOMO-LUMO gap (alpha / beta) comes out at 4.96 / 6.38 eV. The energy above the lowest of the compared OMol25 structures with the same formula, charge and spin is 1.6067 eV.

Geometry (Å):
Ti (-0.172, -1.089, -0.392)
O (-2.285, 2.422, -1.132)
C (-1.841, 1.216, -0.873)
O (-0.602, 0.892, -0.963)
C (-2.719, 0.234, -0.310)
C (-4.082, 0.414, -0.113)
C (-4.833, -0.659, 0.417)
C (-4.215, -1.910, 0.651)
C (-2.841, -1.956, 0.576)
N (-2.050, -0.866, 0.159)
C (-1.984, -3.102, 0.761)
O (-2.598, -4.272, 0.946)
O (-0.762, -2.900, 0.636)
H (-1.574, 3.037, -1.491)
H (-4.590, 1.325, -0.407)
H (-5.899, -0.509, 0.603)
H (-4.820, -2.765, 0.972)
H (-2.004, -5.053, 0.888)
O (-0.592, -2.012, -2.026)
N (-0.208, -3.267, -2.280)
C (-0.982, -3.988, -3.126)
C (-0.637, -5.298, -3.407)
C (0.582, -5.826, -2.945)
C (1.281, -5.082, -2.034)
C (0.907, -3.759, -1.678)
S (1.719, -2.825, -0.487)
H (-1.801, -3.388, -3.567)
H (-1.264, -5.825, -4.118)
H (0.968, -6.792, -3.248)
H (2.245, -5.383, -1.683)
O (0.833, -0.540, 1.227)
P (1.242, 0.388, 2.425)
N (1.261, 1.992, 2.041)
C (2.102, 2.528, 0.944)
C (1.899, 4.089, 0.985)
C (1.510, 4.387, 2.482)
C (0.980, 3.057, 3.040)
N (0.064, 0.318, 3.622)
C (-0.095, -0.919, 4.469)
C (-1.337, -0.580, 5.323)
C (-2.204, 0.150, 4.277)
C (-1.244, 1.023, 3.505)
N (2.754, -0.090, 2.934)
C (3.438, 0.471, 4.157)
C (4.777, -0.302, 4.356)
C (4.874, -1.317, 3.191)
C (3.670, -1.037, 2.242)
H (1.848, 2.040, -0.001)
H (3.156, 2.325, 1.155)
H (1.077, 4.309, 0.300)
H (2.772, 4.650, 0.650)
H (0.776, 5.212, 2.619)
H (2.398, 4.627, 3.061)
H (-0.110, 3.086, 3.205)
H (1.414, 2.777, 4.002)
H (0.800, -1.071, 5.115)
H (-0.253, -1.812, 3.810)
H (-1.071, 0.032, 6.223)
H (-1.795, -1.503, 5.667)
H (-3.022, 0.719, 4.714)
H (-2.677, -0.527, 3.563)
H (-1.204, 1.937, 4.076)
H (-1.467, 1.244, 2.436)
H (2.811, 0.426, 5.081)
H (3.733, 1.521, 3.911)
H (4.766, -0.758, 5.324)
H (5.591, 0.436, 4.360)
H (4.841, -2.356, 3.538)
H (5.820, -1.299, 2.637)
H (3.164, -1.987, 1.986)
H (4.084, -0.569, 1.317)
N (1.640, -0.089, -1.698)
C (2.301, -0.483, -2.601)
C (3.150, -0.843, -3.635)
C (4.488, -1.091, -3.435)
N (5.626, -1.321, -3.247)
C (2.705, -0.708, -4.947)
N (2.463, -0.549, -6.093)
N (-3.164, 4.991, -5.282)
C (-3.666, 3.715, -5.109)
O (-4.884, 3.546, -4.945)
C (-2.699, 2.573, -4.964)
C (-3.261, 1.302, -4.910)
C (-2.471, 0.171, -4.821)
N (-1.151, 0.269, -4.689)
C (-0.561, 1.470, -4.780)
C (-1.316, 2.643, -4.921)
H (-3.862, 5.725, -5.298)
H (-2.196, 5.210, -5.482)
H (-4.344, 1.144, -4.980)
H (-2.872, -0.840, -4.763)
H (0.484, 1.504, -4.769)
H (-0.735, 3.568, -4.931)

These are the Löwdin partial charges, in e, on atoms 1 to 4: number 1, Ti, carries 0.966; number 2, O, carries 0.129; number 3, C, carries -0.455; number 4, O, carries -0.100